Molecular formula: C19H32Cl2N3O5V
Method: DFT, the ωB97M-V functional and the def2-TZVPD basis

```
62
Properties=species:S:1:pos:R:3:mulliken_charge:R:1
O -1.139 -0.443 -0.316 -0.27
C -2.451 0.003 -0.509 0.48
C -3.197 -0.930 -1.474 -0.37
C -2.574 -1.984 -2.139 0.09
H -1.523 -2.200 -1.933 0.15
C -3.270 -2.722 -3.098 -0.78
H -2.761 -3.530 -3.625 0.39
C -4.608 -2.425 -3.378 -0.35
H -5.152 -3.001 -4.128 0.37
C -5.252 -1.398 -2.682 -0.79
H -6.300 -1.164 -2.880 0.36
C -4.550 -0.667 -1.725 -0.05
H -5.030 0.142 -1.175 0.37
H -2.983 -0.021 0.463 0.26
C -2.186 2.505 0.103 -1.41
C -2.444 1.477 -0.960 0.28
H -2.385 3.512 -0.282 0.46
H -1.122 2.477 0.380 0.05
H -2.771 2.325 1.017 0.33
C -2.378 1.725 -2.279 0.16
C -1.941 2.998 -2.911 -1.42
H -2.568 0.905 -2.984 0.31
H -2.732 3.415 -3.550 0.38
H -1.082 2.791 -3.560 0.25
H -1.638 3.766 -2.186 0.31
V 0.679 -0.210 -0.330 0.67
Cl 0.977 -1.569 -2.158 -0.61
Cl 0.744 1.917 -1.241 -0.59
C 3.261 0.466 -1.282 0.37
O 2.685 0.031 -0.240 -0.60
N 4.506 0.939 -1.270 0.26
C 5.283 1.029 -0.032 -0.90
C 5.204 1.221 -2.517 -0.89
H 2.719 0.468 -2.243 0.31
H 4.654 0.767 0.815 0.21
H 5.682 2.041 0.101 0.32
H 6.148 0.358 -0.083 0.33
H 4.512 0.998 -3.334 0.28
H 6.099 0.591 -2.608 0.31
H 5.513 2.273 -2.584 0.31
H 1.338 2.312 4.434 0.31
H -0.120 0.462 5.665 0.33
C 0.430 2.422 3.827 -0.98
C -0.849 0.569 4.850 -0.92
N -0.219 1.130 3.667 0.34
H 0.678 2.836 2.851 0.26
C -0.160 0.441 2.523 0.39
O 0.453 0.867 1.504 -0.54
H -1.268 -0.414 4.603 0.28
H -0.702 -0.526 2.532 0.18
H -0.255 3.085 4.367 0.35
H -1.655 1.229 5.197 0.33
N 1.377 -4.306 1.554 -0.25
C 2.210 -3.394 2.363 -0.79
C 1.903 -1.967 1.872 0.82
O 2.374 -1.009 2.489 -0.63
O 1.115 -1.946 0.847 -0.51
H 0.391 -4.052 1.661 0.32
H 1.489 -5.283 1.819 0.36
H 1.614 -4.200 0.563 0.32
H 1.963 -3.504 3.418 0.33
H 3.263 -3.627 2.214 0.33
```

Summary:
- E_LUMO (spin up / spin down): -0.763 / -0.770 eV
- Spin multiplicity: 3
- Relative energy (zero: lowest compared OMol25 entry of this formula, charge and spin): 0.0 kJ/mol
- Frontier orbital gap (spin up / spin down): 0.2214 / 0.2386 Eh